1.
{"formula": "C41H33OP2Pt", "method": "wB97M-V/def2-TZVPD", "homo_energy_ev": -10.118, "total_charge": 1, "species": ["H", "H", "C", "H", "H", "C", "H", "H", "C", "C", "H", "H", "H", "H", "H", "H", "C", "H", "C", "H", "C", "C", "C", "C", "H", "C", "C", "C", "C", "C", "C", "C", "H", "C", "H", "H", "C", "C", "H", "O", "H", "H", "C", "H", "H", "C", "C", "C", "C", "C", "C", "C", "H", "C", "C", "C", "C", "C", "H", "C", "H", "H", "C", "H", "H", "H", "P", "H", "H", "P", "C", "C", "C", "C", "Pt", "C", "H", "C"], "coordinates": [[-3.82, -1.19, 4.73], [1.22, 0.60, -4.16], [2.85, 2.16, 3.24], [2.08, 2.38, 1.26], [-0.36, 2.39, -1.98], [-3.22, 0.62, -1.30], [6.59, -0.15, -2.69], [0.20, 5.72, 0.65], [2.55, -0.58, 2.85], [-3.94, -0.54, -1.62], [4.67, 1.20, -3.46], [-1.78, 2.21, 2.07], [6.40, -1.52, -0.64], [-5.65, -1.35, -2.62], [-1.43, 0.55, -3.98], [-4.34, 0.65, 0.91], [-4.84, 1.93, -2.53], [0.06, -3.38, -2.72], [3.26, -0.25, -0.74], [1.82, -5.27, -0.16], [0.21, -2.17, 1.41], [-1.29, 2.74, 1.26], [3.20, 1.27, 4.25], [4.58, 0.58, -2.58], [3.59, 1.64, 5.19], [-4.22, -0.25, 2.84], [3.05, -0.09, 4.05], [5.55, -0.94, -0.99], [0.62, -0.22, -3.80], [-5.54, 0.78, -2.84], [2.21, 0.31, 1.84], [3.38, 0.54, -1.88], [0.46, 4.68, -1.58], [-1.15, -1.54, -3.14], [-6.44, 0.84, -3.44], [2.96, 3.23, 3.40], [-1.59, -0.80, 2.23], [-3.68, 1.85, -1.75], [2.73, -3.04, -0.64], [-0.25, -0.99, 1.98], [-1.21, -3.50, 2.32], [-0.18, -5.50, 1.29], [0.24, -4.53, 1.09], [3.32, -0.79, 4.83], [-0.91, 4.47, 2.47], [-5.09, -0.45, -2.39], [-0.80, 4.02, 1.49], [-0.18, 4.72, 0.47], [-1.14, 2.15, 0.01], [4.36, -0.97, -0.28], [-3.70, 0.13, 1.61], [-0.50, 2.86, -1.01], [-3.15, 2.76, -1.50], [-0.75, -0.24, -3.70], [1.30, -2.00, 0.56], [2.35, 1.68, 2.04], [-2.10, -1.17, 3.46], [-0.03, 4.14, -0.78], [2.54, 1.12, -2.22], [1.36, -4.40, 0.28], [4.29, -1.54, 0.64], [2.43, -1.64, 2.71], [1.88, -3.14, 0.02], [-2.17, -1.89, -3.05], [-3.60, -1.50, -1.26], [-5.18, 2.90, -2.87], [-1.71, 0.46, -0.31], [-5.26, -0.02, 3.07], [-1.44, -1.66, 4.17], [1.69, -0.23, 0.17], [1.10, -1.49, -3.25], [0.02, -2.34, -3.01], [5.66, -0.17, -2.14], [-3.42, -0.90, 3.77], [-0.13, -0.65, -1.43], [-0.34, -3.40, 1.67], [2.14, -1.77, -3.18], [-2.37, -0.14, 1.28]], "mulliken_charge": [0.45, 0.54, -0.74, 0.31, 0.40, 0.49, 0.42, 0.41, -0.21, -0.34, 0.45, 0.35, 0.44, 0.45, 0.56, 0.49, -0.83, 0.46, 0.49, 0.45, 0.17, -0.68, -0.61, -0.71, 0.42, -0.93, -0.92, -0.78, -0.76, -0.55, 1.14, -0.22, 0.45, -0.24, 0.41, 0.47, -1.06, -0.58, 0.43, 0.28, 0.58, 0.43, -0.83, 0.45, 0.47, -0.94, -0.77, -0.66, 0.26, -0.51, -0.82, -0.10, 0.41, -0.72, 0.74, -0.40, 0.08, -0.73, 0.41, -0.91, 0.48, 0.41, -1.08, 0.76, 0.65, 0.44, 1.18, 0.47, 0.62, 0.48, -0.43, -0.94, -0.62, -0.76, 2.05, -0.99, 0.59, 0.46]}


2.
{"formula": "C41H34AuBrN5OS3", "method": "wB97M-V/def2-TZVPD", "de_lowest_ev": 0.000, "homo_energy_ev": -16.504, "total_charge": 3, "species": ["C", "C", "S", "C", "C", "C", "C", "C", "H", "C", "S", "C", "C", "H", "Br", "C", "C", "O", "C", "H", "N", "Au", "C", "N", "H", "C", "S", "H", "H", "C", "H", "C", "H", "H", "H", "H", "H", "H", "C", "N", "H", "C", "H", "H", "C", "C", "C", "C", "H", "C", "H", "H", "C", "H", "H", "H", "H", "C", "H", "H", "N", "C", "C", "C", "H", "H", "C", "C", "C", "H", "H", "H", "C", "H", "C", "C", "C", "H", "H", "N", "H", "C", "C", "C", "C", "C"], "coordinates": [[5.19, 3.07, 0.22], [4.25, 4.09, 0.28], [0.32, 0.01, 3.28], [-3.27, 0.93, 0.49], [4.96, -1.97, -0.15], [0.50, -2.62, 2.49], [4.28, 1.28, 3.58], [3.70, -1.70, 6.84], [6.13, -2.90, -3.19], [0.41, -1.74, 3.56], [2.93, -0.23, 0.52], [3.46, -0.79, 5.83], [3.43, 1.47, 0.41], [-5.35, 1.37, 0.61], [-0.55, 1.19, -2.41], [-1.87, 0.22, 4.84], [3.73, -0.87, -1.95], [-5.62, 2.27, -1.93], [0.04, 1.58, 5.50], [4.17, -4.50, 4.96], [1.51, -0.56, 0.18], [-0.26, 0.25, 0.18], [0.38, -2.19, 4.88], [-0.56, 0.53, 2.12], [7.61, 1.66, 3.97], [4.79, 1.75, 0.28], [3.16, -0.04, 3.27], [-3.60, 0.38, 6.09], [5.13, -2.13, 0.90], [-3.36, 1.81, -2.13], [-3.38, 2.14, -3.16], [5.63, 0.92, 3.67], [4.58, 5.12, 0.22], [-0.25, 2.79, 7.24], [0.62, -4.68, 1.92], [6.89, 4.01, 4.21], [1.43, 2.25, 0.61], [0.40, -3.92, 6.14], [3.72, -2.57, 4.17], [3.47, -0.78, 1.94], [-2.56, 2.02, 7.61], [6.56, 1.91, 3.89], [5.51, 0.95, 0.21], [2.18, 4.60, 0.47], [0.43, -3.55, 5.12], [-4.53, 1.82, -1.34], [-2.23, 1.35, -1.53], [0.52, -4.45, 4.06], [2.81, 2.84, 3.63], [4.52, -1.52, -2.88], [3.70, -1.38, 7.87], [4.50, 4.61, 4.04], [2.48, 2.48, 0.49], [4.35, -1.36, -3.93], [5.93, -0.12, 3.57], [3.72, -2.88, 3.14], [0.55, -5.51, 4.25], [3.48, -1.24, 4.51], [6.52, -3.29, -0.78], [-6.40, 2.25, -1.36], [1.77, 0.67, 3.39], [-2.00, 1.64, 6.77], [0.56, -3.98, 2.75], [5.74, -2.61, -1.10], [0.54, -2.26, 1.47], [-3.16, 0.59, 1.51], [-4.47, 1.37, -0.02], [2.90, 3.80, 0.42], [3.97, -1.11, -0.60], [3.29, 0.25, 6.06], [-2.31, -0.51, 4.17], [6.24, 3.30, 0.10], [3.96, -3.46, 5.20], [0.30, -1.50, 5.71], [3.95, -3.04, 6.52], [-0.56, 0.66, 4.66], [5.52, -2.39, -2.46], [4.15, -3.75, 7.31], [1.06, 1.90, 5.33], [-2.15, 0.92, -0.26], [2.94, -0.20, -2.26], [4.81, 3.57, 3.93], [-0.69, 2.07, 6.57], [-2.59, 0.71, 5.92], [3.85, 2.59, 3.71], [6.15, 3.24, 4.03]], "mulliken_charge": [-0.86, -0.70, 1.67, -0.28, 0.02, -0.22, 0.66, -0.78, 0.44, 0.73, 1.37, -0.98, 1.07, 0.38, -0.11, -0.19, -0.38, -0.46, 0.03, 0.52, -0.35, 0.57, -0.07, -0.66, 0.50, -0.44, 1.16, 0.45, 0.39, -0.45, 0.51, -1.25, 0.48, 0.48, 0.51, 0.48, 0.16, 0.49, -0.31, 0.17, 0.44, -0.82, 0.53, 0.50, -1.01, 0.88, 0.45, -0.63, 0.56, -0.79, 0.51, 0.52, -0.31, 0.45, 0.46, 0.55, 0.49, 0.75, 0.48, 0.34, 0.08, -0.55, -0.84, -0.89, 0.26, 0.38, -0.61, -0.86, 0.08, 0.40, 0.53, 0.52, -0.88, 0.53, -0.62, -0.29, -0.56, 0.48, 0.26, -0.38, 0.46, -1.03, -0.92, -0.92, -0.11, -0.60]}


3.
{"formula": "C41H34BaBrF5N3OSSi", "method": "wB97M-V/def2-TZVPD", "de_lowest_ev": 0.573, "homo_energy_ev": -4.603, "total_charge": -1, "species": ["H", "H", "C", "H", "H", "H", "C", "H", "C", "C", "O", "H", "H", "H", "C", "H", "H", "F", "C", "C", "C", "C", "Si", "Ba", "C", "C", "C", "C", "H", "H", "C", "N", "N", "F", "H", "F", "C", "H", "C", "C", "H", "C", "C", "C", "C", "C", "C", "S", "H", "H", "C", "C", "H", "H", "H", "C", "C", "H", "C", "C", "C", "C", "C", "C", "C", "C", "C", "C", "H", "F", "N", "H", "H", "H", "C", "Br", "H", "H", "C", "H", "H", "F", "H", "H", "C", "C", "H", "H"], "coordinates": [[-2.97, -1.58, 0.54], [-3.30, 4.30, -1.02], [2.20, -5.12, 3.13], [-2.73, 2.43, 1.81], [-2.77, -1.26, 3.51], [4.30, -3.85, -1.78], [0.97, 3.23, 0.61], [1.90, -4.56, 5.19], [-0.67, 2.52, -2.17], [-1.56, 6.28, 0.22], [2.46, -1.08, 2.42], [3.95, 0.66, -5.54], [4.91, -3.79, -4.14], [2.52, -5.39, 1.05], [-3.43, -0.59, 0.56], [3.11, 2.68, -4.34], [-4.39, 0.73, 1.95], [1.05, -4.43, -2.25], [2.85, 1.59, -2.49], [2.42, -2.34, 2.62], [2.08, -4.20, 4.18], [-2.60, 6.57, 2.76], [-0.81, 3.50, 0.51], [1.39, 0.32, 0.59], [-2.05, 7.51, 0.62], [3.79, -0.61, -3.80], [-2.38, 2.68, -3.85], [3.52, -1.87, -1.70], [-1.16, 6.18, -0.79], [-2.13, 4.51, 3.04], [2.86, -3.01, 0.19], [3.12, -1.87, -0.35], [2.92, 0.46, -1.82], [1.10, -7.00, -1.55], [-1.18, 2.32, 2.62], [-0.16, -7.86, 0.71], [-3.15, 3.43, -2.97], [-1.14, -1.11, 1.82], [3.39, -0.65, -2.45], [-3.94, -0.27, 1.96], [-0.53, 1.63, -4.12], [4.10, -2.94, -2.33], [-1.14, 2.22, -3.44], [-0.83, -5.63, 1.17], [-2.68, 3.71, -1.69], [-2.57, 7.66, 1.90], [2.43, -4.68, 1.86], [-0.32, -2.14, -0.83], [-4.72, -0.97, 2.25], [1.34, 3.41, 1.62], [-1.67, 2.22, 1.64], [0.41, -4.78, -1.12], [-2.76, 2.44, -4.83], [-3.00, 6.68, 3.76], [-1.89, 0.08, -0.78], [2.19, -2.86, 3.93], [2.56, -3.31, 1.57], [-4.25, -0.61, -0.16], [-0.25, -3.81, -0.36], [3.67, 0.61, -4.49], [4.32, -1.77, -4.42], [-0.85, -4.30, 0.81], [-1.43, 3.26, -1.26], [-0.18, -6.56, 0.38], [-1.44, -0.15, 2.25], [-1.57, 5.16, 1.06], [-2.78, -0.31, 2.97], [-2.10, 5.34, 2.34], [4.61, -1.72, -5.47], [-1.48, -3.46, 1.64], [-1.44, 0.84, 1.17], [-2.90, 0.48, 3.72], [-2.03, 8.35, -0.06], [-2.94, 1.36, -0.20], [0.45, -6.12, -0.77], [2.04, -6.98, 3.48], [2.48, 2.45, -1.94], [2.10, -2.14, 4.73], [-2.41, 0.46, 0.10], [1.54, 3.86, -0.08], [-0.66, 0.13, 2.97], [-1.44, -6.03, 2.30], [0.30, 2.16, -1.86], [2.86, -3.91, -0.44], [4.48, -2.90, -3.69], [3.21, 1.72, -3.85], [-2.96, 8.62, 2.22], [-4.13, 3.79, -3.27]], "mulliken_charge": [0.10, 0.43, -0.24, 0.27, 0.49, 0.53, -1.56, 0.40, -0.15, -0.15, -0.94, 0.40, 0.38, 0.63, -0.59, 0.43, 0.27, -0.47, -0.25, 0.67, -0.31, -0.68, 0.58, 1.31, -0.67, 1.43, -0.48, 0.12, 0.34, 0.26, -0.08, -0.35, -0.11, -0.37, 0.63, -0.38, -0.72, -0.21, 0.01, -0.73, 0.46, -0.39, -0.36, -0.13, 0.09, -0.39, -0.66, -0.21, 0.46, 0.32, -1.21, 0.10, 0.37, 0.39, 0.07, -0.85, 0.58, 0.53, 0.48, -0.62, -1.04, -0.16, -0.15, 0.98, -0.20, 0.38, -0.80, -0.20, 0.37, -0.31, 0.50, 0.29, 0.37, 0.19, 0.12, -0.22, 0.61, 0.41, -0.56, 0.00, 0.61, -0.39, 0.14, -0.07, -0.91, -0.93, 0.35, 0.39]}